Entry from the OMol25 dataset: C29H36FeN2O4P as an isolated structure (the ωB97M-V functional and the def2-TZVPD basis).

Structure (XYZ):
```
73
Properties=species:S:1:pos:R:3:forces:R:3
Fe 0.167073 0.338253 0.187558 -0.2 -0.5 0.3
O -3.523540 -1.938902 0.880371 0.0 0.0 -0.1
C -2.362709 -1.370901 0.648986 0.0 -0.1 0.0
O -2.104297 -0.197948 0.798270 0.2 0.1 0.1
C -1.305570 -2.324277 0.187755 0.0 0.0 0.0
C -1.497551 -3.683210 -0.008088 0.0 0.0 0.0
C -0.408177 -4.451899 -0.384751 0.0 0.0 0.0
C 0.837289 -3.847973 -0.501541 0.0 0.0 0.0
C 0.932068 -2.486538 -0.274120 0.2 0.0 0.0
N -0.125778 -1.735245 0.021088 -0.1 0.1 0.0
C 2.181484 -1.663075 -0.220579 0.1 0.2 0.0
O 3.359121 -2.163847 -0.485927 -0.1 0.0 0.0
O 2.081026 -0.488096 0.106662 0.0 0.0 -0.1
H -4.163107 -1.279066 1.198577 0.0 0.0 0.0
H -2.475220 -4.119093 0.142372 0.0 0.0 0.0
H -0.517948 -5.514066 -0.556571 0.0 0.0 0.0
H 1.702919 -4.449013 -0.749193 0.0 0.0 0.0
H 3.349426 -3.107035 -0.701203 0.0 0.0 0.0
C 1.548154 0.553821 -4.466929 0.0 0.0 0.0
C 1.668535 0.458458 -2.943980 0.0 -0.1 0.0
C 2.827087 1.329926 -2.446438 0.0 0.0 0.0
P 0.120252 0.855419 -2.022391 0.0 0.3 0.0
C -1.296606 0.330974 -3.056679 0.0 0.0 0.0
C -2.619605 0.816755 -2.467514 0.0 0.0 0.0
C -1.276870 -1.176532 -3.308514 0.0 0.0 0.0
C 0.055897 2.650309 -1.850500 0.0 0.0 0.2
C 0.191346 3.598464 -2.856028 0.0 0.1 0.0
C 0.272507 4.954798 -2.544529 0.0 0.0 0.1
C 0.412498 5.994460 -3.617558 0.0 0.0 0.0
C 0.239861 5.327620 -1.194084 0.0 0.0 -0.1
C 0.074923 4.400492 -0.182654 0.0 -0.1 0.0
C -0.042363 3.053805 -0.515489 0.0 -0.2 -0.1
N -0.214361 2.014699 0.444912 0.1 0.4 -0.3
C -0.801211 2.333551 1.705508 0.0 -0.1 0.0
C -2.008419 3.052092 1.801082 0.0 0.0 0.1
C -2.853944 3.426445 0.612915 0.0 -0.1 0.0
C -2.487631 3.325669 3.074701 0.0 0.1 -0.1
C -1.843442 2.903379 4.233614 0.0 0.0 0.1
C -2.401602 3.231246 5.587897 0.0 0.0 0.0
C -0.695886 2.129131 4.100591 0.0 0.0 0.0
C -0.178181 1.825115 2.854299 0.1 0.0 -0.1
C 1.028364 0.937743 2.730895 0.1 -0.3 0.1
H 2.461771 0.159683 -4.913828 0.0 0.0 0.0
H 1.458450 1.591102 -4.789369 0.0 0.0 0.0
H 0.714882 -0.012850 -4.879358 0.0 0.0 0.0
H 1.875686 -0.589478 -2.693070 0.0 0.0 0.0
H 2.690361 2.361850 -2.770420 0.0 0.0 0.0
H 3.760249 0.967258 -2.878740 0.0 0.0 0.0
H 2.936786 1.324922 -1.364197 0.0 0.0 0.1
H -1.136860 0.846519 -4.008815 0.0 0.0 0.0
H -2.761018 0.466583 -1.442154 0.0 0.0 -0.1
H -3.447128 0.441771 -3.070760 0.0 0.0 0.0
H -2.677063 1.905466 -2.460977 0.0 0.0 0.0
H -1.450459 -1.735053 -2.385936 0.0 0.0 0.0
H -0.335464 -1.516542 -3.744372 0.0 0.0 0.0
H -2.074710 -1.443189 -4.002057 0.0 0.0 0.0
H 0.233414 3.296204 -3.895343 0.0 0.0 0.0
H 0.329978 5.559590 -4.611745 0.0 0.0 0.0
H 1.380320 6.493088 -3.543528 0.0 0.0 0.0
H -0.355346 6.761751 -3.516205 0.0 0.0 0.0
H 0.334077 6.375370 -0.935586 0.0 0.0 0.0
H 0.035958 4.716628 0.852032 0.0 0.0 0.0
H -2.972810 2.568456 -0.053565 0.0 0.0 0.0
H -2.447318 4.243570 0.021504 0.1 0.0 0.0
H -3.842957 3.728445 0.951585 0.0 0.0 0.0
H -3.412113 3.884895 3.165222 0.0 0.0 0.0
H -2.923198 4.186772 5.579372 0.0 0.0 0.0
H -1.615369 3.274069 6.339881 0.0 0.0 0.0
H -3.117488 2.467788 5.899935 0.0 0.0 0.0
H -0.192041 1.763074 4.988027 0.0 0.0 0.0
H 1.428860 0.674103 3.709015 0.0 0.1 0.1
H 1.845333 1.383105 2.160144 -0.1 -0.1 -0.1
H 0.760709 -0.057083 2.312316 0.1 0.1 -0.1
```
Positions in Å, forces in eV/Å.

Properties
Maximum force = 0.6 eV Å⁻¹
HOMO-LUMO gap (alpha / beta) = 6.35 / 6.49 eV
Energy above the lowest of the compared OMol25 structures with the same formula, charge and spin = 0.000 eV
Charge = +2
Energy = -85491.3110 eV
⟨S²⟩ = 0.795
2S+1 = 2

Löwdin atomic charge list, values in e, 5 entries: 0.549 0.196 -0.436 0.103 -0.146

---

Entry from the OMol25 dataset: an isolated molecule of C29H36N2OS2 at a distorted geometry (the ωB97M-V functional and the def2-TZVPD basis).

Structure (XYZ):
```
70
Properties=species:S:1:pos:R:3:forces:R:3
C -0.827306 0.848301 1.843450 0.4 0.6 -0.7
C -1.069277 0.027999 3.072951 -0.5 0.1 0.7
C -2.582231 -0.029709 3.318067 -0.2 -0.2 -0.1
O -0.518459 -1.324428 3.007182 1.2 -0.6 0.6
C 0.839203 -1.432642 3.169063 0.3 1.0 -0.5
S 1.879443 -0.196848 2.856319 0.5 0.5 0.2
S 1.577736 -2.879343 3.738204 -0.6 -1.8 0.7
C 3.560185 -3.103256 2.926531 -0.3 1.2 -1.1
C 3.162946 -3.423430 1.522509 -0.2 -0.2 -0.2
C 2.809757 -4.746495 1.211180 0.2 0.4 -0.1
C 2.366116 -5.118884 -0.048188 0.1 0.8 -0.1
C 2.088744 -4.111105 -1.012629 0.1 0.4 1.1
C 2.342242 -2.748582 -0.675548 0.2 -0.8 0.1
C 2.932510 -2.444584 0.541378 0.1 0.1 0.7
C 1.967064 -1.636064 -1.606427 -0.2 0.5 0.0
C 1.658072 -2.107833 -3.014270 0.0 -0.1 -0.2
C 0.870510 -3.408901 -3.007380 -0.2 0.0 0.2
N 1.529731 -4.436416 -2.224417 0.2 -0.3 -1.0
C 1.042993 -5.785436 -2.464904 -0.1 0.0 0.3
C 1.968007 -6.829878 -1.855439 0.1 0.2 0.0
C 2.126522 -6.560264 -0.361364 -0.5 -0.7 0.1
C 4.537210 -4.015774 3.589970 0.0 -0.3 0.6
C 5.081795 -5.212374 3.060585 -0.6 -0.1 0.3
C 5.737058 -6.138473 3.868921 0.2 0.8 0.5
C 6.134387 -5.771807 5.178904 -0.5 0.7 -0.4
C 5.810620 -4.462047 5.635608 0.0 -0.5 -0.4
C 4.993015 -3.648845 4.866171 -0.1 -0.3 -0.1
C 6.337629 -3.977671 6.944556 0.4 0.4 0.6
C 6.737233 -5.096269 7.904274 0.0 -0.2 0.0
C 7.506295 -6.193875 7.178041 0.1 0.2 -0.1
N 6.807494 -6.653279 5.990346 0.1 -0.7 0.6
C 7.320709 -7.917277 5.477576 0.1 0.2 -0.3
C 6.377806 -8.525797 4.449151 0.0 0.2 0.1
C 6.069987 -7.500576 3.352536 0.6 -0.7 -0.6
H -1.313650 1.815348 2.013855 0.0 -0.1 -0.2
H 0.236314 1.032261 1.647352 -0.6 -0.1 0.1
H -1.276083 0.382626 0.960516 0.0 0.0 0.1
H -0.631746 0.515391 3.955617 0.2 -0.2 -0.3
H -2.945644 0.998429 3.465535 0.2 -0.2 -0.1
H -3.118228 -0.424006 2.444373 0.2 0.0 0.2
H -2.889381 -0.591001 4.206096 0.3 -0.1 -0.2
H 3.790209 -2.051742 3.145063 0.0 -0.4 -0.5
H 2.859989 -5.488016 2.011003 0.0 0.1 -0.4
H 3.119017 -1.392529 0.808240 0.0 -0.6 -0.3
H 1.089382 -1.100355 -1.210342 0.1 -0.2 0.0
H 2.764681 -0.886148 -1.619500 0.0 -0.1 -0.1
H 2.581509 -2.240534 -3.583869 0.0 -0.1 0.0
H 1.066898 -1.352912 -3.528693 0.0 0.1 -0.1
H 0.760470 -3.780561 -4.033953 0.0 0.0 0.2
H -0.146620 -3.242120 -2.596013 0.2 0.1 -0.2
H 0.030604 -5.884764 -2.022291 0.2 -0.1 -0.2
H 0.960668 -5.959149 -3.547654 0.0 0.2 0.3
H 1.542733 -7.826679 -2.019838 0.1 0.1 0.0
H 2.946454 -6.785112 -2.352153 -0.2 0.0 0.0
H 1.198580 -6.875510 0.141826 0.2 0.0 0.0
H 2.926151 -7.193437 0.046614 -0.1 0.2 0.0
H 4.995094 -5.466854 2.001614 -0.3 0.1 0.4
H 4.702604 -2.667777 5.246268 0.0 -0.3 0.1
H 5.596403 -3.332686 7.424823 0.1 0.0 0.0
H 7.229717 -3.349391 6.785362 -0.2 -0.1 -0.1
H 5.848953 -5.527574 8.385785 0.2 0.0 -0.1
H 7.388286 -4.702495 8.690817 -0.2 0.0 0.0
H 8.518693 -5.831870 6.889253 -0.3 -0.1 0.2
H 7.641021 -7.057164 7.847393 0.0 0.2 -0.2
H 8.318026 -7.738095 5.022191 -0.2 -0.2 0.1
H 7.449332 -8.613322 6.321590 0.0 0.3 -0.2
H 6.864616 -9.407484 4.012680 -0.2 0.1 0.1
H 5.453215 -8.848637 4.949320 0.2 0.1 -0.1
H 6.966230 -7.447827 2.712259 -0.2 0.1 0.0
H 5.258686 -7.888493 2.724274 0.1 0.2 0.0
```
Positions in Å, forces in eV/Å.

Properties
Maximum force = 2.0 eV Å⁻¹
Structure (SMILES) = CC(C)OC(=S)SC(c1cc2c3c(c1)CCCN3CCC2)c1cc2c3c(c1)CCCN3CCC2
HOMO-LUMO gap = 7.09 eV
Energy above the lowest of the compared OMol25 structures with the same formula, charge and spin = 0.000 eV
Energy = -57355.1629 eV

Löwdin atomic charge list, values in e, 5 entries: -0.107 -0.452 -0.052 -0.133 -1.133

---

Entry from the OMol25 dataset: an isolated molecule of C29H36N4O5 (the ωB97M-V functional and the def2-TZVPD basis).

Structure (XYZ):
```
74
Properties=species:S:1:pos:R:3:forces:R:3
C 0.750388 4.976605 0.374521 -0.1 -0.1 -0.1
C -0.352895 4.780759 -0.675434 0.2 0.2 -0.3
C 0.227691 5.002251 -2.073754 -0.1 -0.1 0.2
C -1.504741 5.763044 -0.432808 0.1 -0.2 0.0
C -0.867683 3.349809 -0.586568 0.0 0.4 0.1
O -0.762979 2.557773 -1.487401 0.0 0.0 -0.1
C -1.578658 2.958245 0.711601 0.2 -0.2 -0.1
N -1.482145 1.517967 0.880895 0.0 0.4 0.0
C -0.222870 1.040747 0.884518 0.1 -0.4 0.3
O 0.759741 1.766618 0.919936 0.0 0.1 0.0
C -0.113092 -0.447746 0.655570 0.0 -0.3 -0.2
N 1.285501 -0.749270 0.525153 0.1 0.6 0.1
C 1.770562 -1.996553 0.368320 0.2 0.2 0.0
O 1.080647 -2.999344 0.364078 -0.4 -0.3 0.0
N 3.143023 -2.105202 0.230475 0.1 -0.5 0.0
C 4.118445 -1.136182 0.017531 0.3 0.4 -0.1
C 3.878422 0.027320 -0.717457 0.0 -0.1 0.0
C 4.889856 0.952300 -0.910425 0.1 0.0 0.1
C 6.154801 0.732185 -0.401056 0.2 -0.1 0.1
C 6.414243 -0.444019 0.299692 -0.4 0.0 -0.2
C 7.782398 -0.673889 0.811919 0.7 0.2 0.1
O 8.703332 0.093340 0.680335 -0.1 0.0 0.0
O 7.924335 -1.844566 1.456677 -0.2 -0.4 0.2
C 5.401467 -1.371612 0.507007 0.0 0.1 0.0
C -0.909849 -0.698496 -0.654790 0.3 0.1 -0.1
N -2.243679 -1.167443 -0.396739 0.0 0.0 -0.2
C -2.527017 -2.585239 -0.639304 0.1 -0.2 0.2
C -2.232847 -3.452169 0.591447 -0.4 -0.1 0.0
C -2.745066 -4.870680 0.359734 0.3 0.0 0.1
C -2.097826 -5.474366 -0.882582 -0.3 0.0 0.0
C -2.340600 -4.585968 -2.099332 0.3 0.0 0.1
C -1.788961 -3.184926 -1.836870 -0.3 0.0 -0.1
C -3.028620 -0.464378 0.493185 -0.2 0.2 0.0
C -4.306371 -0.955056 0.834262 -0.1 -0.1 0.0
C -5.155610 -0.331979 1.718036 0.1 0.0 0.0
C -4.763591 0.834100 2.350696 0.0 0.1 0.0
C -3.531583 1.357220 2.028355 -0.1 -0.2 0.1
C -2.669983 0.765452 1.102812 -0.3 -0.2 0.2
H 0.333859 5.109797 1.369691 0.0 0.0 0.1
H 1.411517 4.113980 0.393660 0.1 0.0 0.0
H 1.332915 5.861928 0.131200 0.0 0.1 0.0
H 0.581251 6.024784 -2.179107 0.0 0.1 0.0
H -0.526823 4.811237 -2.833045 0.0 0.0 -0.1
H 1.058001 4.322187 -2.243854 0.1 0.0 -0.1
H -1.913949 5.661006 0.568990 -0.1 0.0 0.1
H -1.140099 6.781302 -0.548105 0.0 0.1 0.0
H -2.303335 5.602607 -1.154197 -0.1 0.0 -0.1
H -1.135513 3.481797 1.561360 -0.1 0.1 -0.1
H -2.628608 3.236117 0.605458 0.1 0.0 0.1
H -0.565734 -1.031547 1.466817 0.0 0.1 -0.1
H 1.889980 0.055054 0.648134 0.0 -0.2 0.0
H 3.477919 -3.047718 0.376038 -0.2 0.1 -0.1
H 2.912555 0.198926 -1.166175 -0.1 0.0 0.0
H 4.683693 1.847807 -1.476381 0.0 0.1 0.0
H 6.954193 1.441688 -0.543877 0.1 0.1 0.0
H 8.838956 -1.934360 1.766215 -0.1 0.3 -0.2
H 5.612929 -2.279174 1.051325 0.0 -0.1 0.1
H -0.946380 0.227024 -1.240731 0.1 -0.1 0.1
H -0.372992 -1.439272 -1.237277 -0.1 0.0 0.1
H -3.590317 -2.656045 -0.890358 0.1 -0.1 0.0
H -1.153931 -3.474521 0.753745 0.0 0.1 0.0
H -2.710935 -3.022940 1.475302 0.0 0.0 0.0
H -2.523109 -5.489244 1.231190 -0.1 0.0 0.0
H -3.831342 -4.851187 0.232870 -0.1 0.0 0.0
H -2.496530 -6.474682 -1.063809 0.1 0.0 0.0
H -1.022950 -5.561999 -0.714567 0.1 -0.1 0.0
H -1.847700 -5.013311 -2.974744 -0.1 0.0 0.0
H -3.411364 -4.533417 -2.312072 -0.1 0.0 -0.1
H -0.725835 -3.294765 -1.619950 0.1 0.1 0.0
H -1.917841 -2.553080 -2.718101 0.1 0.1 0.0
H -4.662742 -1.863746 0.383463 0.0 -0.1 -0.1
H -6.120882 -0.769567 1.923151 -0.1 -0.1 0.0
H -5.394745 1.320802 3.076780 -0.1 0.1 0.1
H -3.202322 2.255852 2.528742 0.1 0.1 0.0
```
Positions in Å, forces in eV/Å.

Properties
Maximum force = 0.7 eV Å⁻¹
Structure (SMILES) = CC(C)(C)C(=O)CN1C(=O)[C@H](NC(=O)Nc2cccc(C(=O)O)c2)CN(C2CCCCC2)c2ccccc21
HOMO-LUMO gap = 7.94 eV
Energy above the lowest of the compared OMol25 structures with the same formula, charge and spin = 0.040 eV
Energy = -46857.9941 eV

Löwdin atomic charge list, values in e, 5 entries: -0.033 -0.535 -0.046 -0.036 -0.335